Record 1
Computed, not measured: a 8-piece molecular cluster, C40H60N4O16 overall in a non-equilibrium geometry, with ωB97M-V with the def2-TZVPD basis set.

```
120
Properties=species:S:1:pos:R:3:forces:R:3:lowdin_charge:R:1
O -2.62359 0.03876 1.47226 0.3 -0.8 -0.7 0.0628
N -2.07185 -0.99011 1.08241 0.3 0.9 1.4 -0.3415
O -2.45415 -2.11184 1.36214 0.4 0.3 -0.7 0.0802
C -0.76974 -0.79644 0.37900 0.9 2.0 -0.8 -0.1108
C -0.34433 0.53561 -0.02985 -1.7 -1.4 0.1 0.0006
C 0.76304 0.68467 -0.81424 0.8 -1.4 0.0 -0.0784
C 1.51118 -0.46278 -1.18499 -0.6 0.3 -0.2 -0.0704
C 1.13880 -1.74586 -0.78802 0.1 1.5 0.8 -0.0565
C 0.03486 -1.86736 0.08008 -0.3 -0.9 -0.6 -0.0142
H -0.97757 1.40584 0.06016 -0.2 -0.2 0.6 0.1117
H 1.05645 1.66193 -1.16818 0.0 0.0 0.0 0.1044
H 2.32000 -0.29041 -1.87962 0.3 -0.3 0.0 0.0958
H 1.75121 -2.58705 -1.07743 -0.2 -0.2 0.1 0.1002
H -0.28031 -2.84606 0.41056 0.0 -0.1 0.1 0.1165
O 6.46888 1.32151 2.23353 -1.2 -0.7 -0.5 0.0710
N 7.57986 1.30948 1.76034 -0.5 -0.3 0.3 -0.3789
O 8.43268 2.02225 2.20535 1.9 0.4 -0.4 0.0884
C 7.87269 0.36192 0.65164 0.1 -0.8 -1.9 -0.1046
C 6.81370 -0.39358 0.07664 1.1 -0.4 0.4 0.0083
C 7.10534 -1.33449 -0.93762 0.3 1.6 0.7 -0.0766
C 8.39732 -1.42634 -1.43050 0.4 0.2 0.3 -0.0812
C 9.46389 -0.60798 -0.96412 -2.2 -0.7 0.3 -0.0517
C 9.17899 0.29164 0.07252 -0.6 0.1 -0.1 0.0014
H 5.79733 -0.36598 0.44084 0.1 0.4 0.3 0.1097
H 6.29843 -1.89420 -1.38709 0.0 -0.2 0.1 0.1006
H 8.53726 -2.16765 -2.20333 0.4 0.1 -0.2 0.0985
H 10.41914 -0.75069 -1.44739 0.2 0.4 0.3 0.1031
H 9.94185 1.00671 0.34294 0.0 -0.1 0.5 0.1115
O 1.24247 -7.43972 -0.01155 1.2 0.3 -0.7 0.0715
N 2.39762 -7.19629 0.32207 -0.9 -0.4 1.5 -0.3328
O 2.71223 -7.09895 1.51193 0.2 0.0 -1.3 0.0563
C 3.47058 -7.01599 -0.68868 0.9 -0.2 0.7 -0.1328
C 3.17749 -6.84137 -2.02790 -0.1 0.7 0.3 -0.0059
C 4.22676 -6.50532 -2.86886 0.3 -0.4 -0.4 -0.0673
C 5.54727 -6.52132 -2.42505 -0.3 1.0 -0.4 -0.0805
C 5.83278 -6.72523 -1.09855 -0.3 -1.4 0.5 -0.0754
C 4.79848 -7.01561 -0.21963 -0.7 0.5 0.0 0.0055
H 2.15343 -6.81922 -2.37027 0.0 -0.1 0.0 0.1208
H 4.02572 -6.27023 -3.90362 -0.1 -0.1 -0.1 0.1061
H 6.35977 -6.22579 -3.07227 0.0 -0.2 -0.3 0.1064
H 6.84935 -6.89574 -0.77622 0.1 0.5 0.1 0.1106
H 5.01668 -7.16219 0.82789 -0.2 -0.1 0.0 0.1168
O -3.20955 5.54793 5.00351 -0.7 0.3 -1.4 0.0906
N -2.13478 5.18447 5.38156 1.3 0.0 0.6 -0.3543
O -1.87588 5.06759 6.56723 0.7 -0.5 -0.3 0.0702
C -0.99649 4.92717 4.39516 0.0 1.2 -1.0 -0.1174
C -0.05061 3.99820 4.69449 0.5 -1.5 1.0 -0.0363
C 1.06133 3.77647 3.88968 0.5 1.8 -1.2 -0.0530
C 1.24208 4.59103 2.75136 -0.9 0.0 0.5 -0.0637
C 0.29107 5.57584 2.42815 0.0 -0.9 0.3 -0.0692
C -0.81236 5.73787 3.24613 -1.1 -0.1 1.6 -0.0084
H -0.15120 3.38911 5.58067 -0.1 0.1 0.2 0.1204
H 1.91025 3.17522 4.17985 -0.4 -0.5 0.2 0.1063
H 2.10461 4.49631 2.10835 0.1 -0.2 0.1 0.0999
H 0.40119 6.15064 1.52048 0.0 0.3 0.1 0.1025
H -1.54792 6.52407 3.16098 0.0 0.1 -0.6 0.1133
C -10.77244 1.93331 0.12899 -1.3 0.0 1.4 -0.0739
O -11.48337 2.53372 1.25734 0.0 0.6 -0.5 -0.2095
C -10.88872 3.74257 1.78488 -0.4 -1.2 -1.6 -0.1710
C -9.45673 3.50025 2.13109 0.4 0.2 1.9 -0.2576
O -8.56271 3.66414 1.08332 -0.9 0.9 -1.1 -0.1717
C -7.32088 3.22942 1.44728 2.0 -0.2 0.0 -0.1466
H -11.51675 1.32014 -0.37906 -0.1 0.1 0.0 0.0806
H -10.06950 1.24256 0.59465 0.6 0.2 -0.6 0.0834
H -10.37887 2.66247 -0.57920 0.3 0.0 0.3 0.0895
H -11.52365 4.09580 2.59742 0.3 -0.4 0.3 0.1260
H -10.96301 4.51283 1.01723 0.2 0.3 -0.2 0.1238
H -9.27023 2.52379 2.57814 -0.6 -0.6 -0.1 0.1267
H -9.15519 4.13932 2.96099 0.0 0.7 0.1 0.1244
H -7.29902 2.14489 1.55412 0.1 -0.2 0.0 0.0948
H -6.91235 3.66931 2.35707 -0.5 0.1 0.6 0.0895
H -6.56308 3.54963 0.73224 -0.3 -0.2 -0.5 0.0918
C -3.04501 -12.26354 6.67477 -0.4 1.0 -0.1 -0.0974
O -2.94473 -10.85780 6.46154 -0.5 0.5 0.6 -0.1707
C -1.90429 -10.51731 5.58779 0.5 -1.9 -0.3 -0.2437
C -1.91878 -9.18040 4.95010 0.4 1.5 -0.3 -0.2100
O -1.81029 -8.14956 5.91347 0.3 0.4 -0.1 -0.1671
C -1.59619 -6.84123 5.40894 -0.4 0.8 1.4 -0.1182
H -2.13368 -12.66239 7.12030 0.3 -0.2 -0.4 0.0876
H -3.35225 -12.68481 5.71757 0.4 -0.7 0.0 0.0875
H -3.83860 -12.46379 7.39465 -0.1 0.3 0.0 0.0856
H -1.86978 -11.27694 4.80685 -0.4 0.0 -0.8 0.1159
H -0.93405 -10.75683 6.02293 0.3 0.7 0.7 0.1278
H -2.72838 -8.96720 4.25211 -0.7 -0.3 0.3 0.1286
H -1.04561 -9.10312 4.30226 0.4 -0.4 -0.1 0.1239
H -1.47019 -6.21142 6.28959 -0.2 -0.1 0.3 0.0818
H -2.46425 -6.39434 4.92430 -0.2 -0.4 -0.5 0.0853
H -0.68428 -6.57605 4.87396 0.2 -1.0 -0.6 0.0835
C -2.45749 6.75937 -2.14267 -0.4 0.0 -0.5 -0.0986
O -1.77068 6.89786 -3.38658 0.5 -1.0 0.7 -0.1901
C -0.35654 6.69463 -3.30362 -0.2 1.9 -0.8 -0.1898
C 0.27868 8.06355 -3.00411 -0.2 0.2 2.0 -0.1641
O 0.09779 8.39917 -1.57174 0.7 1.4 -0.1 -0.2218
C 0.45787 9.79519 -1.23522 -0.4 -0.4 -0.8 -0.0866
H -3.51390 6.82049 -2.40415 0.0 0.3 0.2 0.0872
H -2.16456 7.52760 -1.42705 -0.1 0.0 0.0 0.0775
H -2.34058 5.77394 -1.69173 0.4 -0.2 0.0 0.0811
H -0.04679 6.51588 -4.33328 0.0 -0.4 -0.1 0.1187
H -0.01276 5.85921 -2.69373 -0.3 0.1 0.4 0.1234
H -0.27172 8.80413 -3.58437 0.0 0.0 -0.2 0.1192
H 1.33937 8.13250 -3.24553 0.1 -0.2 -0.1 0.1168
H 0.05723 10.20959 -0.31009 -0.6 -1.1 0.3 0.0755
H 0.03794 10.48066 -1.97137 0.1 -0.1 -0.4 0.0762
H 1.51964 10.01530 -1.12429 0.3 -0.6 -0.5 0.0751
C 0.08559 2.50054 -7.71120 0.9 -0.2 0.5 -0.0779
O 1.43889 2.95791 -7.66651 -0.1 0.8 -0.6 -0.2003
C 2.30441 2.60674 -6.61487 0.1 -0.7 -0.8 -0.2065
C 2.87299 1.19787 -6.80172 -2.0 -0.7 0.9 -0.1640
O 1.80622 0.24773 -6.42365 1.6 -0.9 -0.1 -0.2223
C 2.40824 -1.08090 -6.32212 -0.8 0.8 -0.5 -0.1000
H 0.12229 1.41120 -7.71856 -0.6 0.0 0.0 0.0760
H -0.37736 2.90106 -8.61308 0.3 -0.1 0.0 0.0873
H -0.46259 2.89113 -6.85385 -0.2 -0.2 0.2 0.0847
H 1.84781 2.69411 -5.62897 -0.2 0.0 0.1 0.1238
H 3.11863 3.32736 -6.69137 0.1 0.0 0.1 0.1236
H 3.67908 0.98916 -6.09832 0.5 0.3 -0.3 0.1109
H 3.10197 0.97668 -7.84419 0.5 0.3 0.0 0.1285
H 3.27000 -1.06027 -5.65500 -0.1 -0.1 0.3 0.0742
H 2.75161 -1.46520 -7.28259 0.2 0.4 -0.4 0.0788
H 1.65179 -1.81208 -6.03703 -0.1 0.4 0.5 0.0828
```
Forces are in eV/Å.

## Properties
Kohn-Sham gap, eV: 8.344
SMILES string: O=[N+]([O-])c1ccccc1.O=[N+]([O-])c1ccccc1.O=[N+]([O-])c1ccccc1.O=[N+]([O-])c1ccccc1.COCCOC.COCCOC.COCCOC.COCCOC
Energy above the lowest of the compared OMol25 structures with the same formula, charge and spin, kJ/mol: 93.6
HOMO level, eV: -9.28

***

Record 2
Computed, not measured: C40H62Cl2GeN4P3Pd as an isolated structure in a non-equilibrium geometry, with ωB97M-V with the def2-TZVPD basis set.

```
113
Properties=species:S:1:pos:R:3:forces:R:3:lowdin_charge:R:1
Pd -17.01849 -8.55485 1.97030 0.5 0.3 1.3 0.2886
C -19.30455 -5.43866 2.04471 1.5 0.5 0.1 -0.1050
C -18.98691 -5.78734 3.47720 -0.1 -1.0 0.3 -0.4958
C -17.84884 -4.98076 4.08691 -0.7 0.3 -0.5 -0.0631
P -18.67978 -7.65682 3.51661 1.0 0.6 0.0 1.0030
C -20.27263 -8.32105 2.98251 -1.7 1.1 -1.2 -0.3476
N -20.48170 -8.79609 1.61845 1.5 -0.4 -0.5 -0.0902
Ge -18.79049 -9.21346 0.64587 -0.1 -0.4 -0.9 0.9507
N -18.58048 -8.11339 -1.03620 0.2 -1.0 1.4 -0.0751
C -17.44444 -7.17532 -0.92826 0.3 -0.8 -1.4 -0.3149
P -15.84503 -7.82300 -0.10409 -0.8 -0.5 -0.1 1.0142
C -14.80379 -6.31935 0.01037 1.1 -0.1 0.5 -0.5596
C -14.74720 -5.39667 -1.19439 1.7 -0.3 -1.4 -0.0906
C -15.11961 -5.41679 1.19541 -1.3 -1.2 0.2 -0.1196
C -14.86528 -8.95993 -1.25641 -0.6 1.2 -0.4 -0.4877
C -14.87140 -10.43829 -0.93244 -1.5 0.5 1.0 -0.0971
C -15.12461 -8.66781 -2.76275 1.5 0.2 0.5 -0.0732
C -19.66363 -7.96752 -1.77622 -0.6 0.4 0.1 -0.1827
C -19.87272 -6.79471 -2.58585 0.5 -0.8 0.2 0.0346
C -21.06213 -6.60288 -3.18371 -1.6 0.8 -0.8 -0.0094
C -22.17552 -7.49438 -3.01942 0.4 -1.1 -0.2 0.0563
C -22.00292 -8.70633 -2.29430 2.9 0.5 1.4 0.0587
C -20.74464 -8.94894 -1.61035 -1.1 2.4 -2.3 -0.1088
N -20.45596 -10.05113 -0.73807 -0.7 2.0 0.3 -0.0569
C -21.60756 -10.16668 0.12503 0.7 -1.6 -0.5 -0.1817
C -22.53842 -11.11452 -0.02601 -1.8 0.0 2.4 0.0697
C -23.59227 -11.09889 1.00195 -1.4 -1.7 -1.3 0.0775
C -23.78469 -10.12465 2.01995 1.4 -0.7 -3.0 0.0296
C -22.77817 -9.20260 2.05673 -1.5 -0.6 2.1 0.0407
C -21.62260 -9.37265 1.28774 0.7 1.7 0.2 -0.2300
C -19.90817 -11.16887 -1.39066 0.9 -1.1 -1.9 -0.1511
C -20.29486 -11.60980 -2.65358 -0.4 -0.7 0.6 0.0550
C -19.85523 -12.86915 -3.19340 0.5 0.8 1.6 0.0750
C -18.81492 -13.56364 -2.48218 -1.6 0.6 -1.1 0.0151
C -18.34820 -12.99433 -1.32992 2.7 -1.3 0.4 0.0248
C -18.74260 -11.75415 -0.77554 -1.5 -0.3 0.1 -0.2060
N -18.24056 -11.14160 0.28997 -0.7 0.5 -0.2 -0.0822
C -17.27403 -11.76252 1.18220 -0.4 0.2 0.0 -0.3010
P -16.95692 -10.84904 2.80197 0.8 0.0 -1.2 1.0171
C -18.12801 -11.58310 3.92424 -1.5 -1.5 0.5 -0.5280
C -17.74040 -12.89981 4.61116 1.1 -0.9 -0.8 -0.0679
C -19.52531 -11.72322 3.26875 0.4 -0.8 -1.2 -0.0907
C -15.18489 -11.24660 3.21554 -0.4 -1.0 -0.7 -0.5222
C -14.87601 -10.74861 4.59695 0.5 1.4 0.3 -0.1129
C -14.77139 -12.74032 3.00909 1.0 1.7 -0.1 -0.0438
C -18.71522 -8.18132 5.27984 -0.1 -2.6 -2.1 -0.5853
C -19.65200 -7.44218 6.12232 0.0 2.8 0.6 -0.0832
C -17.30244 -8.27182 5.74472 0.8 2.2 0.7 -0.1060
H -19.33001 -4.38181 1.79231 0.2 0.3 0.5 0.1106
H -20.26837 -5.77897 1.83729 -1.5 -0.9 -1.0 0.0525
H -18.50564 -5.87915 1.43939 -0.4 0.0 -0.4 0.0338
H -19.92124 -5.75004 4.08048 0.6 0.4 -0.1 0.1206
H -16.89738 -5.02508 3.55195 -0.1 -0.4 0.1 0.0749
H -17.76207 -5.20699 5.12947 0.5 -0.1 0.6 0.0626
H -18.16767 -3.94899 4.00585 0.0 0.4 0.2 0.1020
H -20.97664 -7.46816 3.00508 0.0 -0.4 1.0 0.1146
H -20.53504 -9.14379 3.62632 -0.4 0.0 0.6 0.0934
H -17.76561 -6.33156 -0.33997 0.0 0.5 0.2 0.0693
H -17.21731 -6.86246 -1.95038 0.2 0.3 0.1 0.0947
H -13.80410 -6.80883 0.22703 -0.8 0.6 -0.4 0.1301
H -15.62290 -4.82680 -1.35998 -1.4 0.4 0.2 0.0647
H -14.54992 -5.89040 -2.18649 0.3 0.5 1.1 0.0862
H -13.99996 -4.59013 -0.99031 -0.2 -0.9 -0.4 0.1204
H -16.09476 -4.94776 0.97942 0.5 0.3 0.4 0.0817
H -14.32593 -4.71475 1.32105 0.3 0.7 0.1 0.0924
H -15.21034 -5.99180 2.12272 0.0 0.1 0.1 0.0471
H -13.86344 -8.56052 -1.04195 -0.1 -0.2 0.0 0.1104
H -15.76291 -10.95975 -1.29880 0.0 0.2 -0.1 0.0747
H -14.77919 -10.66605 0.14315 0.3 0.3 -0.4 0.0567
H -14.05062 -10.79755 -1.46054 1.5 -1.2 -0.7 0.0787
H -16.09369 -8.89731 -3.12635 -1.1 -0.4 -0.1 0.0603
H -14.40272 -9.23108 -3.37894 -0.3 0.1 0.3 0.1105
H -14.92680 -7.61864 -2.96930 -0.1 0.0 -0.1 0.0558
H -19.05966 -6.08746 -2.69896 -0.2 0.0 -0.1 0.1298
H -21.19320 -5.70306 -3.81409 -0.1 -0.6 0.5 0.1513
H -23.14134 -7.34103 -3.54600 0.9 0.1 0.5 0.1521
H -22.76088 -9.45320 -2.18915 -0.6 0.0 -0.1 0.1168
H -22.48192 -11.89726 -0.76033 -0.2 -0.1 -0.2 0.1379
H -24.36702 -11.89640 0.87313 0.8 0.7 0.3 0.1505
H -24.67269 -10.05048 2.59793 -0.5 -0.2 0.5 0.1354
H -22.91706 -8.55661 2.91178 0.8 0.8 -0.3 0.1397
H -21.06497 -11.07126 -3.19519 0.0 -0.1 0.1 0.1260
H -20.41426 -13.26935 -4.03304 0.5 0.0 -0.1 0.1388
H -18.45205 -14.51438 -2.89212 0.0 0.4 0.5 0.1472
H -17.46385 -13.48874 -0.87856 -0.7 0.3 -0.1 0.1440
H -16.31969 -11.78315 0.68424 0.4 -0.3 -0.1 0.0580
H -17.66834 -12.76472 1.31762 0.4 -0.4 0.5 0.1119
H -18.23359 -10.95690 4.77970 0.0 1.1 0.5 0.0771
H -17.50239 -13.80639 4.01174 -0.3 0.8 -0.2 0.1109
H -18.48527 -13.20876 5.30149 -1.1 -0.1 0.5 0.0900
H -16.88092 -12.75328 5.22881 0.7 0.2 0.4 0.0622
H -19.61265 -12.72011 2.73214 0.3 1.3 0.2 0.1175
H -19.75180 -10.88066 2.58707 0.1 -0.6 0.2 0.0234
H -20.33132 -11.78396 3.97445 -0.2 0.2 0.8 0.0909
H -14.73350 -10.61894 2.44140 0.5 0.0 0.2 0.0496
H -15.59085 -11.06683 5.35868 0.1 0.0 -0.1 0.0797
H -14.83362 -9.64905 4.55223 -0.1 -0.2 0.4 0.0607
H -13.87135 -11.02684 4.92329 -0.1 -0.3 -0.1 0.1091
H -15.04144 -13.26985 3.88502 -0.3 -0.8 0.7 0.0620
H -13.64858 -12.82730 2.89529 -1.3 0.2 -0.1 0.1281
H -15.30199 -13.11722 2.16359 0.1 -0.8 -0.7 0.0489
H -19.08826 -9.23865 5.19522 0.2 0.6 0.0 0.1016
H -19.26596 -6.39017 6.16339 -0.5 -0.7 0.4 0.1007
H -19.61239 -7.82002 7.12973 -0.3 -0.2 0.4 0.1068
H -20.67727 -7.34407 5.76457 0.0 -0.4 0.0 0.0943
H -16.67801 -8.86489 5.11245 0.3 -0.5 -0.3 0.0081
H -17.29392 -8.63039 6.75088 0.2 -0.4 0.7 0.1004
H -16.82907 -7.25069 5.78086 -0.4 -0.8 0.0 0.1117
Cl -11.90588 -9.39975 2.19464 0.1 -0.1 0.2 0.4388
C -11.16984 -8.16344 3.30858 0.5 -1.2 -0.3 -0.9807
Cl -12.43562 -7.30509 4.09621 -0.7 0.7 0.6 0.5337
H -10.66591 -7.51459 2.60301 0.4 0.1 0.5 0.0267
H -10.53340 -8.68527 4.07009 -0.5 0.6 -1.0 0.0682
```
Forces are in eV/Å.

## Properties
Kohn-Sham gap (alpha / beta), eV: 7.278 / 5.312
Total charge: +4
HOMO level (alpha / beta), eV: -17.24 / -18.51
Expectation value of S²: 8.871
Spin multiplicity: 6